A 2-piece molecular cluster, C2H2N2O2S overall in a non-equilibrium geometry, computed with the ωB97M-V functional and the def2-TZVPD basis.

ΔE to the lowest compared entry with this formula, charge and spin, kcal/mol: 96.0
E_HOMO, eV: -9.498
E_tot, hartree: -735.43427
Molar mass, g mol⁻¹: 118.117
LUMO energy, eV: -0.0342
Maximum force, hartree/bohr: 0.0561

Element x y z (Å)
1 C 1.070 -1.090 0.085
2 C 2.026 -0.229 -0.017
3 N -1.334 1.798 0.796
4 N -2.155 1.552 0.096
5 O -1.348 -1.540 -0.413
6 O -3.005 1.322 -0.640
7 S -0.154 -2.122 0.221
8 H 2.195 0.537 0.729
9 H 2.707 -0.228 -0.856

Atom-resolved charges from natural (NBO), all expressed in e: atom 1 (C): -0.307, atom 2 (C): -0.386, atom 3 (N): -0.127, atom 4 (N): 0.449, atom 5 (O): -0.925, atom 6 (O): -0.322, atom 7 (S): 1.148, atom 8 (H): 0.237, atom 9 (H): 0.233